# 1
The following is a quantum chemistry calculation of a structure of composition C8H9F5NO5V, from the Open Molecules 2025 dataset.

Total charge: +2

Last column: Mulliken charge in e.
Geometry (Å):
V: -0.372 -0.638 -0.577  0.984
O: 1.104 0.148 -1.532  -0.220
C: 1.572 1.445 -0.944  -0.479
C: 1.655 1.264 0.548  -0.786
N: 0.359 0.873 1.164  -0.102
C: -0.639 1.939 1.276  -0.581
C: -1.776 1.781 0.291  0.417
O: -2.714 2.434 0.102  -0.327
O: -1.512 0.587 -0.536  -0.546
C: 0.539 0.061 2.374  -0.404
C: 0.773 -1.382 2.009  0.286
O: 1.304 -2.247 2.566  -0.320
O: 0.200 -1.601 0.664  -0.394
H: 1.360 0.032 -2.461  0.319
H: 2.556 1.655 -1.354  0.512
H: 0.866 2.211 -1.263  0.346
H: 2.381 0.485 0.784  0.415
H: 2.030 2.199 0.975  0.473
H: -1.083 1.959 2.272  0.493
H: -0.199 2.923 1.103  0.389
H: 1.383 0.390 2.983  0.457
H: -0.361 0.105 2.989  0.475
F: -2.009 -2.987 -0.284  -0.177
C: -1.803 -2.058 -1.178  0.764
F: -2.919 -1.512 -1.582  -0.153
C: -0.915 -2.503 -2.367  0.694
F: -1.373 -3.410 -3.147  -0.142
F: -0.690 -1.324 -3.033  -0.216
F: 0.284 -2.829 -1.844  -0.177


# 2
The following is a quantum chemistry calculation of a cluster of 12 separate species, C54H126N6O24 in total, from the Open Molecules 2025 dataset.

ΔE to the lowest compared entry with this formula, charge and spin, kcal/mol: 49.19
Structure (SMILES): COCCOCCOC.COCCOCCOC.COCCOCCOC.COCCOCCOC.COCCOCCOC.COCCOCCOC.CN(C)C=O.CN(C)C=O.CN(C)C=O.CN(C)C=O.CN(C)C=O.CN(C)C=O

Last column: Mulliken charge in e.
Geometry (Å):
C: 1.164 2.696 -7.136  -0.577
O: 1.770 2.846 -5.874  -0.455
C: 1.147 3.775 -5.029  0.061
C: 1.003 5.236 -5.416  -0.559
O: 0.237 5.399 -6.589  -0.208
C: -0.803 6.330 -6.465  -0.366
C: -1.622 6.364 -7.716  -0.785
O: -2.223 5.145 -8.124  -0.356
C: -2.941 4.556 -7.076  -0.585
H: 1.415 3.571 -7.766  0.256
H: 0.069 2.701 -7.148  0.188
H: 1.591 1.886 -7.723  0.306
H: 1.604 3.695 -4.038  0.382
H: 0.126 3.379 -4.841  -0.118
H: 2.020 5.642 -5.499  0.222
H: 0.469 5.725 -4.593  0.415
H: -0.399 7.344 -6.344  0.295
H: -1.412 6.075 -5.591  0.447
H: -1.018 6.602 -8.593  0.329
H: -2.384 7.149 -7.635  0.393
H: -3.623 3.821 -7.510  0.318
H: -3.629 5.245 -6.559  0.314
H: -2.334 4.052 -6.319  0.090
C: -0.009 -7.878 1.579  -1.030
O: 0.522 -6.558 1.521  0.036
C: 0.727 -6.263 0.142  -0.757
C: 1.016 -4.765 0.136  0.057
O: 1.020 -4.168 -1.162  -0.405
C: 2.197 -3.681 -1.757  0.702
C: 3.311 -4.690 -2.064  -0.090
O: 2.821 -5.907 -2.665  -0.339
C: 2.176 -5.702 -3.900  -0.776
H: -0.229 -8.128 2.618  0.274
H: 0.704 -8.627 1.221  0.360
H: -0.941 -7.888 1.011  0.393
H: -0.089 -6.485 -0.555  0.464
H: 1.604 -6.788 -0.262  0.261
H: 1.904 -4.531 0.736  -0.056
H: 0.183 -4.240 0.617  0.295
H: 2.694 -2.970 -1.076  -0.422
H: 1.870 -3.132 -2.636  0.062
H: 3.593 -5.004 -1.054  -0.239
H: 4.182 -4.426 -2.671  0.403
H: 1.881 -4.698 -4.218  0.329
H: 1.274 -6.311 -3.938  0.257
H: 2.885 -6.041 -4.665  0.310
C: 4.815 7.611 2.902  -0.451
O: 4.074 8.188 1.852  -0.400
C: 3.998 7.388 0.689  -0.770
C: 2.737 6.558 0.643  -0.158
O: 2.606 5.618 1.682  -0.342
C: 3.511 4.547 1.545  0.167
C: 3.078 3.491 2.551  -1.017
O: 3.760 2.281 2.411  0.045
C: 5.121 2.349 2.746  -0.992
H: 5.019 6.548 2.756  0.096
H: 4.279 7.767 3.835  0.245
H: 5.807 8.072 2.975  0.293
H: 4.935 6.868 0.463  0.366
H: 3.945 8.148 -0.100  0.409
H: 2.709 6.000 -0.309  0.362
H: 1.904 7.253 0.571  0.244
H: 4.544 4.836 1.716  0.306
H: 3.302 4.071 0.580  0.063
H: 2.010 3.319 2.446  0.152
H: 3.206 3.815 3.595  0.382
H: 5.250 2.674 3.786  0.366
H: 5.599 3.114 2.114  0.312
H: 5.701 1.452 2.542  0.354
C: 3.731 -0.792 0.977  -0.334
O: 3.088 -1.769 1.771  0.496
C: 2.238 -1.268 2.772  -0.057
C: 0.883 -0.892 2.185  -0.174
O: 0.901 0.466 1.806  0.032
C: 0.120 0.847 0.714  0.184
C: 0.321 2.320 0.380  -0.256
O: -0.617 2.767 -0.568  -0.145
C: -0.778 2.076 -1.790  -0.830
H: 4.315 -0.075 1.567  -0.437
H: 2.987 -0.232 0.404  0.128
H: 4.455 -1.323 0.360  0.317
H: 2.610 -0.342 3.235  -0.023
H: 2.228 -2.041 3.539  -0.087
H: 0.060 -1.078 2.882  -0.298
H: 0.795 -1.497 1.272  0.303
H: -0.931 0.746 1.033  -0.127
H: 0.216 0.205 -0.173  0.162
H: 1.364 2.506 0.097  0.011
H: 0.001 2.875 1.262  -0.004
H: -1.115 2.792 -2.536  0.265
H: -1.537 1.299 -1.686  0.345
H: 0.180 1.664 -2.131  0.423
C: -11.368 -0.122 -0.522  -0.719
O: -10.113 -0.756 -0.387  -0.335
C: -9.185 -0.056 0.380  -0.413
C: -7.809 -0.608 0.155  -0.420
O: -6.912 0.148 0.940  -0.226
C: -5.569 -0.352 0.897  -0.520
C: -4.840 0.379 2.007  -0.181
O: -3.565 -0.211 2.120  -0.223
C: -2.942 0.075 3.350  -0.351
H: -12.032 -0.869 -0.949  0.258
H: -11.341 0.783 -1.132  0.283
H: -11.739 0.085 0.492  0.309
H: -9.460 -0.177 1.444  0.277
H: -9.173 1.042 0.300  0.338
H: -7.493 -0.487 -0.892  0.222
H: -7.739 -1.668 0.418  0.288
H: -5.268 0.017 -0.089  0.307
H: -5.514 -1.429 1.067  0.422
H: -5.382 0.274 2.948  0.331
H: -4.659 1.391 1.638  -0.025
H: -2.928 1.169 3.497  0.308
H: -1.939 -0.329 3.368  -0.201
H: -3.575 -0.250 4.189  0.386
C: -0.109 -1.485 -3.766  -0.463
O: -0.649 -0.753 -4.868  -0.479
C: -1.901 -0.189 -4.615  0.314
C: -3.149 -1.043 -4.787  -0.747
O: -3.021 -1.868 -5.897  -0.185
C: -4.244 -2.435 -6.305  -0.540
C: -4.047 -3.402 -7.447  -0.372
O: -5.345 -3.826 -7.868  -0.330
C: -5.252 -4.786 -8.891  -0.761
H: 0.733 -2.095 -4.063  0.203
H: -0.966 -2.054 -3.404  0.312
H: 0.215 -0.724 -3.051  0.211
H: -1.887 0.578 -5.397  0.149
H: -2.004 0.316 -3.645  -0.136
H: -3.999 -0.381 -4.978  0.479
H: -3.278 -1.619 -3.862  0.271
H: -4.902 -1.637 -6.681  0.283
H: -4.682 -2.988 -5.463  0.245
H: -3.486 -4.286 -7.114  0.323
H: -3.573 -2.924 -8.312  0.313
H: -6.042 -4.678 -9.626  0.259
H: -5.232 -5.767 -8.397  0.283
H: -4.303 -4.781 -9.444  0.328
C: 8.150 -5.034 -0.085  -1.016
N: 7.194 -4.366 0.788  0.125
C: 5.825 -4.431 0.377  -0.693
C: 7.603 -3.787 1.962  0.376
O: 8.741 -3.816 2.435  -0.651
H: 9.035 -5.268 0.496  0.350
H: 8.344 -4.454 -0.996  0.306
H: 7.695 -5.935 -0.511  0.311
H: 5.636 -3.874 -0.556  0.322
H: 5.448 -5.428 0.126  0.413
H: 5.150 -3.973 1.090  -0.035
H: 6.678 -3.382 2.423  0.164
C: -1.523 -4.286 5.391  -1.022
N: -0.944 -3.654 6.567  0.248
C: 0.373 -3.073 6.388  -0.695
C: -1.574 -3.631 7.757  0.030
O: -1.110 -3.291 8.815  -0.566
H: -0.775 -4.613 4.671  0.275
H: -2.155 -3.553 4.882  0.292
H: -2.068 -5.170 5.716  0.415
H: 0.337 -2.421 5.506  0.108
H: 0.690 -2.434 7.206  0.325
H: 1.126 -3.843 6.206  0.275
H: -2.596 -4.047 7.657  0.325
C: 3.068 -6.937 6.014  -1.043
N: 3.088 -6.077 4.868  0.381
C: 2.643 -6.652 3.598  -0.664
C: 3.582 -4.822 4.831  -0.053
O: 3.627 -4.242 3.767  -0.502
H: 2.927 -6.394 6.952  0.360
H: 3.994 -7.515 6.123  0.340
H: 2.252 -7.660 5.996  0.337
H: 1.653 -7.094 3.653  0.200
H: 2.644 -5.897 2.832  -0.024
H: 3.388 -7.431 3.396  0.315
H: 3.844 -4.436 5.823  0.409
C: 6.690 -0.516 6.997  -0.938
N: 5.578 -1.387 6.770  0.245
C: 4.775 -1.168 5.606  -0.739
C: 5.314 -2.392 7.632  0.000
O: 4.362 -3.134 7.512  -0.569
H: 7.110 -0.133 6.069  0.331
H: 7.429 -1.062 7.581  0.310
H: 6.453 0.392 7.566  0.311
H: 5.293 -1.404 4.678  0.359
H: 3.825 -1.704 5.630  0.013
H: 4.372 -0.145 5.567  0.347
H: 6.083 -2.449 8.415  0.284
C: -0.772 7.032 0.821  -1.254
N: -2.078 6.505 1.130  0.288
C: -2.262 5.083 0.961  -0.003
C: -3.172 7.285 1.290  -0.064
O: -4.198 6.911 1.829  -0.575
H: -0.558 7.900 1.448  0.481
H: -0.666 7.270 -0.238  0.359
H: -0.042 6.308 1.179  0.377
H: -1.705 4.620 0.145  0.244
H: -2.010 4.563 1.890  0.278
H: -3.276 4.812 0.663  -0.493
H: -3.113 8.292 0.839  0.381
C: -6.147 5.808 -0.831  -0.907
N: -5.421 4.551 -0.945  0.441
C: -5.669 3.520 -0.003  -1.252
C: -4.574 4.366 -1.998  0.005
O: -3.922 3.352 -2.176  -0.599
H: -7.183 5.651 -0.513  0.316
H: -6.259 6.315 -1.786  0.349
H: -5.694 6.457 -0.078  0.239
H: -5.468 3.836 1.023  0.384
H: -6.661 3.048 -0.023  0.508
H: -5.095 2.604 -0.143  0.088
H: -4.611 5.145 -2.771  0.325


# 3
The following is a quantum chemistry calculation of a cluster of 5 separate species, C5H22N2O5 in total, from the Open Molecules 2025 dataset.

ΔE to the lowest compared entry with this formula, charge and spin, kcal/mol: 95.31
Structure (SMILES): CNCCNCCO.O.O.O.O

Last column: Mulliken charge in e.
Geometry (Å):
C: -1.504 2.611 0.866  -0.748
N: -1.087 1.895 -0.294  -0.314
C: -1.740 0.551 -0.531  -0.836
C: -0.603 -0.412 -1.225  -0.634
N: -1.129 -1.741 -1.299  -0.477
C: -0.603 -2.528 -0.134  -0.122
C: -1.290 -2.354 1.229  -0.457
O: -2.643 -1.934 1.184  -0.588
H: -2.506 2.155 1.137  0.325
H: -0.754 2.407 1.692  0.118
H: -1.441 3.718 0.818  0.331
H: -1.296 2.441 -1.249  0.238
H: -2.578 0.689 -1.210  0.192
H: -2.049 0.008 0.350  0.650
H: 0.289 -0.250 -0.741  0.273
H: -0.433 -0.011 -2.187  0.486
H: -0.749 -2.272 -2.126  0.276
H: 0.469 -2.266 -0.084  0.170
H: -0.448 -3.725 -0.250  0.287
H: -1.258 -3.295 1.873  0.349
H: -0.696 -1.612 1.901  0.038
H: -3.010 -2.218 0.249  0.352
O: 1.721 1.803 0.264  -0.595
H: 1.866 2.616 0.525  0.267
H: 0.852 1.818 -0.064  0.466
O: 2.259 0.357 3.029  -0.589
H: 1.772 -0.408 3.332  0.301
H: 1.506 0.756 2.709  0.277
O: 3.495 -1.417 -0.943  -0.627
H: 3.548 -0.677 -1.614  0.303
H: 2.928 -2.069 -1.402  0.310
O: 2.303 2.167 -2.132  -0.634
H: 1.890 1.276 -2.286  0.268
H: 2.920 1.920 -1.385  0.340


# 4
The following is a quantum chemistry calculation of a structure of composition C5H10N2O, from the Open Molecules 2025 dataset.

ΔE to the lowest compared entry with this formula, charge and spin, kcal/mol: 77.93

Last column: Mulliken charge in e.
Geometry (Å):
C: 1.424 0.112 -1.443  -1.143
C: -2.340 0.249 0.009  -1.306
C: 1.169 -0.872 -0.338  0.897
C: -1.049 -0.483 0.180  0.709
N: 0.156 1.294 1.469  -0.563
C: 0.046 -0.037 0.997  -0.364
O: -0.714 -1.385 -0.642  -0.572
N: 1.871 -1.824 0.066  -0.778
H: 2.752 -1.949 -0.428  0.266
H: -0.596 1.935 1.260  0.236
H: 0.380 1.374 2.452  0.223
H: 0.401 -0.796 1.685  0.428
H: 0.503 0.527 -1.843  0.273
H: 2.023 0.934 -1.047  0.271
H: 1.975 -0.365 -2.257  0.411
H: -2.237 1.045 -0.732  0.271
H: -2.667 0.695 0.949  0.377
H: -3.098 -0.455 -0.337  0.366


The following energy values (in eV) correspond, in order, to the records above: -59425.48341, -116108.47344, -18756.01306, -10371.92597.
The following strongest force on any atom values (in eV/Å) correspond, in order, to the records above: 1.22, 2.43, 7.07, 2.86.
The following molar mass values (in g mol⁻¹) correspond, in order, to the records above: 345.10, 1243.62, 190.24, 114.15.